[1]
The following is a DFT calculation (ωB97M-V with the def2-TZVPD basis set) of a 13-piece molecular cluster, C39H91N13O13 overall in a non-equilibrium geometry.

The total energy comes out at -3230.3506 Ha. For the energy above the lowest of the compared OMol25 structures with the same formula, charge and spin, the calculation gives 1229.8 kJ/mol. The calculation puts the LUMO energy at 0.38 eV. The gap between HOMO and LUMO comes out at 9.45 eV. For the highest occupied orbital energy, the calculation gives -9.07 eV.

```
156
Properties=species:S:1:pos:R:3:mulliken_charge:R:1
C 6.77518 4.41157 -6.14029 0.106
O 5.81147 5.22078 -6.10264 -0.624
N 7.96356 4.67778 -6.68484 0.063
C 9.05567 3.65387 -6.98392 -0.879
C 8.25911 6.06965 -7.27352 -0.887
H 6.72299 3.41983 -5.66496 0.326
H 8.78251 2.60990 -7.13755 0.352
H 9.79688 3.60348 -6.18632 0.304
H 9.60662 3.95819 -7.87383 0.290
H 7.48039 6.82933 -7.20577 0.289
H 9.17047 6.42115 -6.78983 0.345
H 8.51905 5.97717 -8.32802 0.315
C 1.92346 -1.84635 -10.58428 0.164
O 2.81599 -1.30791 -9.88303 -0.610
N 0.57019 -1.62209 -10.48702 0.087
C -0.41837 -2.43036 -11.19835 -0.912
C 0.02025 -0.59807 -9.63724 -0.980
H 2.13338 -2.65290 -11.30374 0.272
H -0.73368 -1.78934 -12.02162 0.322
H -1.27530 -2.44203 -10.52482 0.300
H -0.07662 -3.42944 -11.46880 0.337
H -0.35138 -1.12409 -8.75787 0.366
H 0.84569 0.02765 -9.29780 0.322
H -0.88097 -0.07065 -9.94985 0.332
C -3.46078 -0.59262 10.95618 0.175
O -3.43581 0.31735 10.19325 -0.552
N -2.97985 -1.81483 10.69922 0.026
C -2.68460 -2.66646 11.83556 -0.827
C -2.26417 -2.05339 9.43422 -0.899
H -3.76788 -0.57587 12.01335 0.244
H -3.24229 -2.38682 12.72936 0.294
H -1.63750 -2.64561 12.13764 0.335
H -2.87100 -3.71314 11.59513 0.270
H -2.48694 -3.07798 9.13642 0.325
H -2.59861 -1.44533 8.59368 0.292
H -1.19610 -1.90327 9.59168 0.316
C -7.53321 4.31815 -2.72405 0.169
O -6.51395 3.95984 -3.28316 -0.581
N -8.53337 5.07694 -3.30041 0.079
C -9.85412 5.30258 -2.66280 -0.842
C -8.37380 5.55708 -4.70623 -0.904
H -7.74099 4.10553 -1.66395 0.281
H -9.78655 4.81936 -1.68811 0.272
H -10.66925 4.70274 -3.06761 0.317
H -10.05281 6.37030 -2.57008 0.300
H -8.47599 6.64160 -4.74476 0.294
H -7.44247 5.18403 -5.13231 0.292
H -9.11718 5.01856 -5.29401 0.323
C 3.17081 2.38713 9.05590 0.211
O 3.92383 2.32707 8.09153 -0.598
N 3.57314 2.81313 10.28390 0.072
C 2.71036 2.71268 11.42198 -1.029
C 4.87633 3.26453 10.60623 -0.911
H 2.10309 2.12068 9.09080 0.289
H 1.69476 2.85212 11.05154 0.392
H 2.81948 3.65485 11.95911 0.348
H 2.79732 1.83120 12.05722 0.277
H 5.54045 3.48286 9.76994 0.310
H 4.67551 4.22046 11.08995 0.333
H 5.39125 2.63730 11.33392 0.306
C -8.08436 0.24232 4.19150 0.175
O -8.51344 1.25202 3.58194 -0.596
N -8.03017 -1.03749 3.67759 0.112
C -7.39648 -2.12003 4.29229 -0.887
C -8.55888 -1.35226 2.32652 -0.914
H -7.80096 0.26839 5.25508 0.253
H -7.38086 -1.87327 5.35388 0.283
H -6.35195 -2.19332 3.98952 0.327
H -7.88427 -3.08974 4.19312 0.301
H -7.79202 -1.81198 1.70306 0.322
H -9.38476 -2.06360 2.32085 0.328
H -9.05846 -0.48069 1.90358 0.296
C 3.67509 -7.08919 7.67982 0.104
O 4.05769 -6.80784 8.74535 -0.505
N 3.62465 -8.39982 7.25077 -0.009
C 3.15360 -8.71537 5.86914 -0.844
C 4.53714 -9.42221 7.88206 -0.838
H 3.21228 -6.35714 7.00003 0.302
H 4.04725 -8.82123 5.25410 0.330
H 2.48975 -7.99464 5.39170 0.315
H 2.65605 -9.68199 5.94769 0.257
H 4.87089 -9.24748 8.90489 0.285
H 4.01191 -10.36780 7.74754 0.286
H 5.48037 -9.51841 7.34434 0.316
C -6.07452 -3.05199 -7.01570 0.185
O -5.06677 -3.55151 -6.45400 -0.645
N -6.75541 -3.66116 -7.94207 0.084
C -7.80718 -2.96399 -8.61628 -0.958
C -6.48771 -5.10572 -8.39854 -0.834
H -6.42037 -2.01787 -6.86348 0.284
H -7.64868 -2.87931 -9.69137 0.329
H -8.03134 -1.93204 -8.34624 0.321
H -8.74539 -3.47903 -8.40988 0.339
H -5.85205 -5.06053 -9.28284 0.285
H -6.07138 -5.77546 -7.64606 0.295
H -7.47237 -5.49369 -8.65935 0.315
C 10.02470 -5.31209 2.30315 0.117
O 10.66420 -6.32185 2.13851 -0.567
N 9.48160 -4.98883 3.51718 0.101
C 8.53021 -3.93465 3.59735 -0.939
C 9.83084 -5.74075 4.80147 -0.833
H 9.78500 -4.68984 1.42706 0.317
H 8.13666 -3.63657 2.62557 0.321
H 8.91448 -3.04227 4.09141 0.299
H 7.64362 -4.24339 4.15121 0.308
H 8.88103 -5.93523 5.29961 0.291
H 10.36945 -6.68271 4.69803 0.278
H 10.48780 -5.11310 5.40360 0.307
C -2.73864 9.29477 -8.37262 0.208
O -3.67822 9.52698 -7.61122 -0.603
N -1.78789 8.40417 -8.00289 0.103
C -0.77099 7.87558 -8.87593 -0.875
C -1.69156 7.82479 -6.70321 -1.028
H -2.71398 9.70400 -9.39445 0.289
H -1.03751 8.06795 -9.91519 0.290
H -0.62165 6.80164 -8.76437 0.310
H 0.25942 8.16327 -8.66721 0.308
H -0.86430 8.28123 -6.15973 0.324
H -2.62656 8.04364 -6.18746 0.321
H -1.67184 6.73533 -6.67518 0.353
C -0.97151 7.20956 2.51813 0.142
O -0.26726 7.96279 1.80931 -0.605
N -0.91332 7.07586 3.88005 0.088
C -1.92761 6.35028 4.61551 -0.992
C 0.00906 7.89369 4.67547 -0.899
H -1.80071 6.56347 2.19071 0.306
H -2.49080 5.60392 4.05527 0.357
H -2.64115 7.04087 5.06498 0.321
H -1.41352 5.62170 5.24240 0.348
H -0.44118 8.87697 4.81162 0.317
H 0.35256 7.44539 5.60775 0.303
H 0.94794 8.14419 4.18166 0.313
C 1.70097 -6.67212 -2.54114 0.177
O 1.44188 -7.66580 -1.84750 -0.611
N 2.94626 -6.23525 -2.75613 0.100
C 3.18433 -5.25337 -3.80618 -0.870
C 4.07317 -6.75579 -2.05154 -0.897
H 0.91903 -6.02872 -2.97336 0.246
H 2.27043 -4.68189 -3.96839 0.263
H 3.40016 -5.86537 -4.68194 0.340
H 4.03041 -4.58458 -3.64818 0.299
H 4.89008 -7.17378 -2.63980 0.331
H 4.54193 -5.93076 -1.51517 0.323
H 3.85800 -7.58105 -1.37276 0.298
C 1.22499 -0.67345 1.08006 0.167
O 0.69608 -1.45541 1.84812 -0.579
N 0.51683 0.08588 0.15951 0.065
C -0.92062 -0.11397 0.01616 -0.886
C 1.21496 0.84867 -0.88315 -0.858
H 2.30125 -0.44133 1.08117 0.266
H -1.34777 -0.87972 0.66367 0.296
H -1.10975 -0.44913 -1.00364 0.323
H -1.48380 0.80440 0.18212 0.284
H 1.23808 0.23943 -1.78669 0.341
H 0.70981 1.75810 -1.20851 0.303
H 2.23431 1.12002 -0.60856 0.276
```

[2]
The following is a DFT calculation (ωB97M-V with the def2-TZVPD basis set) of C4H6N2O3S4W as an isolated structure in a non-equilibrium geometry.

The total energy comes out at -2150.5264 Ha. The calculation puts the LUMO energy at -10.53 eV. The gap between HOMO and LUMO comes out at 7.08 eV. For the highest occupied orbital energy, the calculation gives -17.61 eV. The total charge is +2.

```
20
Properties=species:S:1:pos:R:3:mulliken_charge:R:1
W -1.08692 0.09957 0.42684 1.281
N -0.68259 -0.08775 -1.80360 -0.593
C 0.75440 0.18583 -2.10023 -0.396
C 1.58910 -0.23946 -0.90668 0.299
O 2.72445 -0.56452 -0.93211 -0.413
N 0.82479 -0.12517 0.30749 0.080
C 1.61573 -0.20582 1.54756 -0.368
C 0.62460 -0.28412 2.70351 0.342
O 0.82110 -0.56583 3.81788 -0.330
O -0.64209 0.03102 2.17540 -0.318
H -0.87693 -1.03189 -2.13385 0.415
H -1.23952 0.51152 -2.40807 0.381
H 0.90330 1.25812 -2.23985 0.286
H 1.10683 -0.32121 -2.99596 0.422
H 2.24785 0.67734 1.67263 0.362
H 2.27903 -1.07099 1.55183 0.429
S -2.50776 -1.81945 0.40886 -0.043
S -3.54698 -0.19515 -0.34651 0.128
S -3.20024 1.35392 1.12736 0.113
S -1.70813 2.39404 0.12751 -0.077
```

Among the records above, which one has the lowest highest occupied orbital energy? C4H6N2O3S4W

The highest highest occupied orbital energy belongs to which entry? C39H91N13O13

Number 1 is which compound? C39H91N13O13

What is the formula in the first record? C39H91N13O13